1:
Below is an isolated molecule of C23H29N3O4, with properties calculated with ωB97M-V/def2-TZVPD.

Atoms and positions in Å:
C1 -2.13 0.55 4.70
C2 -1.42 -0.72 4.26
O1 -1.37 -0.86 2.84
C3 -0.37 -0.24 2.21
O2 0.44 0.46 2.77
C4 -0.37 -0.54 0.71
C5 -1.58 0.19 0.08
C6 -1.58 1.67 0.35
C7 -2.27 2.19 1.44
C8 -2.25 3.54 1.72
C9 -1.53 4.42 0.91
O3 -1.57 5.73 1.27
C10 -0.87 6.66 0.49
C11 -0.86 3.91 -0.20
C12 -0.89 2.55 -0.47
C13 0.95 -0.05 0.10
C14 2.12 -0.91 0.57
N1 1.88 -2.29 0.24
C15 2.30 -2.93 -0.89
O4 1.90 -4.05 -1.16
C16 3.30 -2.21 -1.78
C17 3.19 -2.77 -3.19
C18 1.81 -2.55 -3.74
C19 1.29 -3.35 -4.76
N2 0.08 -3.17 -5.24
C20 -0.65 -2.18 -4.72
C21 -0.14 -1.38 -3.71
N3 1.08 -1.56 -3.23
C22 0.72 -2.82 0.93
C23 -0.52 -2.05 0.47
H1 -1.60 1.42 4.33
H2 -3.15 0.56 4.32
H3 -2.16 0.59 5.78
H4 -1.95 -1.61 4.61
H5 -0.40 -0.73 4.65
H6 -1.55 0.01 -1.00
H7 -2.49 -0.25 0.48
H8 -2.84 1.52 2.06
H9 -2.78 3.94 2.57
H10 0.21 6.44 0.48
H11 -1.24 6.70 -0.53
H12 -1.03 7.63 0.97
H13 -0.31 4.56 -0.86
H14 -0.36 2.19 -1.34
H15 1.12 0.99 0.38
H16 0.88 -0.12 -0.99
H17 3.06 -0.56 0.14
H18 2.21 -0.84 1.66
H19 3.10 -1.14 -1.81
H20 4.31 -2.37 -1.38
H21 3.92 -2.29 -3.85
H22 3.39 -3.85 -3.18
H23 1.86 -4.16 -5.19
H24 -1.64 -2.05 -5.12
H25 -0.71 -0.57 -3.28
H26 0.63 -3.87 0.68
H27 0.87 -2.71 2.01
H28 -1.40 -2.42 1.00
H29 -0.66 -2.22 -0.60

Calculated values
SMILES: CCOC(=O)C1(Cc2ccc(OC)cc2)CCN(C(=O)CCc2cnccn2)CC1
Highest occupied orbital energy in eV: -8.418
HOMO-LUMO gap in eV: 9.05
Multiplicity: 1

Here are the Mulliken charges for atoms 1 to 5, given in e: -1.10, -0.30, -0.18, -0.75, -0.60



2:
Below is an isolated molecule of C23H29N3O4, with properties calculated with ωB97M-V/def2-TZVPD.

Atoms and positions in Å:
C1 -4.45 4.15 5.99
O1 -4.30 3.94 4.61
C2 -5.42 4.36 3.86
C3 -5.14 4.31 2.36
O2 -5.31 5.30 1.67
N1 -4.76 3.12 1.84
C4 -4.48 1.90 2.56
C5 -2.98 1.60 2.52
C6 -2.50 1.51 1.07
O3 -1.10 1.30 1.11
C7 -0.44 0.83 0.02
C8 0.95 0.74 0.16
C9 1.73 0.26 -0.86
C10 1.16 -0.15 -2.06
C11 1.93 -0.67 -3.22
O4 1.48 -0.67 -4.35
N2 3.17 -1.13 -2.93
C12 4.02 -1.76 -3.91
C13 4.06 -3.28 -3.73
C14 4.64 -3.72 -2.41
N3 4.76 -2.80 -1.46
C15 5.26 -3.14 -0.28
C16 5.68 -4.42 0.02
C17 5.55 -5.39 -0.96
C18 5.02 -5.05 -2.20
C19 4.87 -6.09 -3.27
C20 -0.22 -0.04 -2.20
C21 -1.02 0.44 -1.18
C22 -2.87 2.80 0.33
C23 -4.37 3.06 0.44
H1 -5.30 3.60 6.39
H2 -4.58 5.22 6.21
H3 -3.53 3.80 6.46
H4 -5.67 5.40 4.10
H5 -6.30 3.74 4.10
H6 -4.81 1.99 3.59
H7 -5.03 1.09 2.07
H8 -2.77 0.67 3.04
H9 -2.44 2.41 3.02
H10 -3.00 0.65 0.59
H11 1.38 1.07 1.10
H12 2.80 0.23 -0.72
H13 3.47 -1.29 -1.98
H14 3.61 -1.52 -4.89
H15 5.03 -1.35 -3.81
H16 4.65 -3.71 -4.54
H17 3.05 -3.68 -3.81
H18 5.33 -2.33 0.44
H19 6.09 -4.66 0.99
H20 5.86 -6.41 -0.77
H21 3.83 -6.12 -3.63
H22 5.14 -7.07 -2.90
H23 5.50 -5.85 -4.13
H24 -0.66 -0.34 -3.14
H25 -2.09 0.50 -1.34
H26 -2.58 2.74 -0.72
H27 -2.32 3.63 0.79
H28 -4.63 4.02 -0.02
H29 -4.93 2.26 -0.05

Calculated values
SMILES: COCC(=O)N1CCC(Oc2ccc(C(=O)NCCc3ncccc3C)cc2)CC1
Highest occupied orbital energy in eV: -8.437
HOMO-LUMO gap in eV: 9.17
Multiplicity: 1

Here are the Mulliken charges for atoms 1 to 5, given in e: -0.79, -0.22, -0.77, 0.94, -0.68



Most stable one: 1, least stable one: 2.



1:
Below is a structure of composition C34H25Br2N4O7ScTe4, with properties calculated with ωB97M-V/def2-TZVPD.

Atoms and positions in Å:
Sc1 -0.50 1.43 -1.32
C1 1.53 2.93 0.94
O1 1.29 1.73 0.18
C2 2.22 0.74 0.32
C3 3.31 0.80 1.18
C4 4.20 -0.26 1.20
Br1 5.69 -0.15 2.38
C5 4.04 -1.39 0.43
C6 2.93 -1.46 -0.41
C7 2.05 -0.39 -0.48
O2 1.00 -0.34 -1.33
C8 2.64 -2.70 -1.16
N1 3.54 -3.49 -1.68
C9 2.81 -4.52 -2.25
C10 3.26 -5.63 -2.96
C11 2.31 -6.52 -3.43
C12 0.94 -6.31 -3.22
C13 0.48 -5.21 -2.52
C14 1.44 -4.33 -2.05
N2 1.35 -3.15 -1.33
H1 2.48 3.37 0.62
H2 1.54 2.69 2.00
H3 0.70 3.58 0.71
H4 3.48 1.66 1.81
H5 4.72 -2.22 0.47
H6 0.97 -1.05 -1.98
H7 4.32 -5.78 -3.13
H8 2.63 -7.39 -3.99
H9 0.23 -7.02 -3.61
H10 -0.57 -5.02 -2.37
H11 0.51 -2.78 -0.91
Te1 1.88 1.71 -3.32
Te2 1.92 3.89 -4.88
Te3 -0.68 3.68 -5.69
Te4 -1.85 3.34 -3.26
O3 -1.09 -2.09 6.53
C15 -0.99 -0.86 5.94
O4 -0.81 0.10 6.65
C16 -1.12 -0.81 4.47
C17 -1.46 -1.90 3.67
C18 -1.55 -1.81 2.30
C19 -1.26 -0.60 1.63
C20 -0.96 0.51 2.45
C21 -0.89 0.41 3.82
N3 -1.23 -0.39 0.28
C22 -1.68 -1.36 -0.52
C23 -1.73 -1.36 -1.95
C24 -2.30 -2.49 -2.59
C25 -2.37 -2.55 -3.97
C26 -1.86 -1.49 -4.72
C27 -1.30 -0.41 -4.04
N4 -1.25 -0.35 -2.71
H12 -1.16 -2.76 5.84
H13 -1.70 -2.87 4.10
H14 -1.81 -2.71 1.76
H15 -0.84 1.46 1.95
H16 -0.66 1.28 4.43
H17 -2.13 -2.25 -0.08
H18 -2.70 -3.29 -1.98
H19 -2.81 -3.41 -4.45
H20 -1.89 -1.48 -5.80
H21 -0.90 0.44 -4.56
O5 -2.51 1.38 -1.44
Br2 -3.98 6.24 -0.01
C28 -2.67 6.02 1.35
C29 -2.39 7.13 2.13
C30 -1.43 7.06 3.13
C31 -0.74 5.87 3.32
C32 -1.01 4.78 2.51
C33 -1.99 4.82 1.51
C34 -2.29 3.55 0.72
O6 -3.47 3.20 0.70
O7 -1.26 2.98 0.24
H22 -2.94 8.05 1.95
H23 -1.23 7.92 3.75
H24 0.02 5.79 4.10
H25 -0.47 3.85 2.65

Calculated values
Total charge: -2
Highest occupied orbital energy (spin up / spin down) in eV: -1.405 / -1.423
HOMO-LUMO gap (spin up / spin down) in eV: 4.88 / 4.90
Multiplicity: 1

Here are the Mulliken charges for atoms 1 to 5, given in e: -0.01, -1.16, 0.61, 0.56, -0.36



2:
Below is a structure of composition C34H25Br2N4O7ScTe4, with properties calculated with ωB97M-V/def2-TZVPD.

Atoms and positions in Å:
Sc1 -0.21 -0.58 1.70
C1 -1.55 -2.07 3.91
O1 -1.55 -1.80 2.58
C2 -2.43 -2.26 1.57
C3 -3.49 -3.13 1.84
C4 -4.33 -3.56 0.82
Br1 -5.77 -4.75 1.22
C5 -4.13 -3.14 -0.48
C6 -3.08 -2.27 -0.82
C7 -2.22 -1.82 0.21
O2 -1.16 -0.96 -0.03
C8 -2.92 -1.85 -2.24
N1 -1.96 -1.02 -2.67
C9 -2.18 -0.91 -4.01
C10 -1.46 -0.16 -4.93
C11 -1.88 -0.21 -6.27
C12 -3.00 -0.99 -6.64
C13 -3.70 -1.73 -5.68
C14 -3.25 -1.66 -4.37
N2 -3.74 -2.27 -3.26
H1 -2.34 -2.75 4.26
H2 -1.66 -1.12 4.46
H3 -0.57 -2.53 4.17
H4 -3.69 -3.49 2.84
H5 -4.82 -3.52 -1.23
H6 -0.91 -0.59 -0.86
H7 -0.60 0.43 -4.64
H8 -1.35 0.35 -7.02
H9 -3.31 -1.02 -7.67
H10 -4.56 -2.34 -5.95
H11 -4.55 -2.90 -3.23
Te1 0.80 -1.89 4.02
Te2 0.00 -0.97 6.51
Te3 1.19 1.43 5.86
Te4 -0.45 1.52 3.63
O3 5.44 5.28 1.88
C15 4.14 5.06 2.14
O4 3.44 5.95 2.57
C16 3.63 3.68 1.88
C17 2.27 3.44 2.16
C18 1.72 2.18 1.94
C19 2.50 1.10 1.44
C20 3.85 1.36 1.18
C21 4.41 2.63 1.39
N3 1.84 -0.15 1.29
C22 2.45 -1.22 0.88
C23 1.75 -2.50 0.75
C24 2.45 -3.62 0.31
C25 1.76 -4.82 0.21
C26 0.41 -4.86 0.55
C27 -0.20 -3.70 0.98
N4 0.43 -2.50 1.09
H12 5.95 4.53 1.54
H13 1.64 4.24 2.54
H14 0.63 1.98 2.15
H15 4.50 0.58 0.80
H16 5.46 2.74 1.16
H17 3.52 -1.24 0.60
H18 3.50 -3.57 0.05
H19 2.27 -5.72 -0.13
H20 -0.16 -5.78 0.48
H21 -1.24 -3.69 1.25
O5 -1.90 0.05 1.31
Br2 -1.92 4.63 -0.93
C28 -0.04 4.39 -1.00
C29 0.64 5.27 -1.85
C30 2.01 5.15 -2.04
C31 2.70 4.14 -1.40
C32 2.03 3.27 -0.54
C33 0.65 3.38 -0.31
C34 -0.05 2.42 0.67
O6 -0.99 2.88 1.34
O7 0.39 1.19 0.74
H22 0.10 6.05 -2.37
H23 2.53 5.83 -2.71
H24 3.77 4.02 -1.55
H25 2.57 2.49 -0.05

Calculated values
Total charge: -2
Highest occupied orbital energy (spin up / spin down) in eV: -0.195 / -0.284
HOMO-LUMO gap (spin up / spin down) in eV: 3.67 / 3.75
Multiplicity: 1

Here are the Mulliken charges for atoms 1 to 5, given in e: -0.59, -0.67, 0.44, 0.45, -0.40



Most stable one: 1, least stable one: 2.